ORCA calculation (ωB97M-V/def2-TZVPD) on a single C3H5NO2 molecule.

Summary:
Structure (SMILES): [H]/N=C/OCC=O
Frontier orbital gap: 10.7130 eV
LUMO energy: 0.03130 Ha
Energy above the lowest of the compared OMol25 structures with the same formula, charge and spin: 154.0 kJ/mol
DFT total energy: -8776.0982 eV

CARTESIAN COORDINATES (ANGSTROEM)
H  2.256  1.104  0.560
N  1.396  0.569  0.490
C  1.294  -0.015  -0.626
O  0.225  -0.769  -0.938
C  -0.754  -0.826  0.097
C  -1.358  0.550  0.329
O  -1.823  0.913  1.377
H  1.995  0.003  -1.464
H  -0.327  -1.201  1.030
H  -1.524  -1.511  -0.271
H  -1.378  1.185  -0.583